Record 1
This record from the Open Molecules 2025 dataset describes a cluster of 10 separate species, C33H87NO11 in total at a distorted geometry. The level of theory is ωB97M-V/def2-TZVPD.

Total charge   0
ΔE to the lowest compared entry with this formula, charge and spin   0.0 kJ/mol
Gap between HOMO and LUMO   9.4 eV
Structure (SMILES)   COCCNCCOC.CC(C)O.CC(C)O.CC(C)O.CC(C)O.CC(C)O.CC(C)O.CC(C)O.CC(C)O.CC(C)O
Highest occupied orbital energy   -0.3334 Eh
Molar mass   674.055 g/mol
Total energy   -59641.2167 eV
LUMO level   0.38 eV

Each line ends with the Löwdin charge.
Positions of all 132 atoms, in Å:
C: 4.631 -2.657 -3.470  -0.079
O: 4.020 -1.628 -4.234  -0.228
C: 3.208 -2.173 -5.258  -0.195
C: 2.642 -0.937 -5.998  -0.196
N: 1.363 -0.595 -5.358  -0.040
C: 1.012 0.760 -5.932  -0.173
C: -0.104 1.431 -5.074  -0.169
O: 0.547 2.008 -3.912  -0.237
C: -0.318 2.700 -3.007  -0.088
H: 4.928 -2.322 -2.476  0.096
H: 5.521 -3.073 -3.942  0.089
H: 3.984 -3.527 -3.356  0.075
H: 2.390 -2.845 -4.996  0.126
H: 3.856 -2.716 -5.945  0.120
H: 2.456 -1.173 -7.046  0.121
H: 3.285 -0.069 -5.855  0.108
H: 1.509 -0.563 -4.359  0.084
H: 0.583 0.718 -6.933  0.114
H: 1.853 1.452 -5.969  0.107
H: -0.899 0.779 -4.712  0.101
H: -0.488 2.287 -5.628  0.116
H: -0.679 3.651 -3.397  0.090
H: 0.247 2.923 -2.102  0.071
H: -1.079 1.996 -2.670  0.065
C: 4.482 2.592 1.494  -0.053
C: 3.365 3.400 2.068  -0.543
C: 2.043 2.666 2.093  -0.053
O: 3.732 3.819 3.335  -0.033
H: 4.787 1.771 2.142  0.093
H: 5.387 3.159 1.273  0.083
H: 4.149 2.210 0.530  0.055
H: 3.194 4.303 1.482  0.136
H: 1.362 3.256 2.706  0.080
H: 2.132 1.723 2.631  0.072
H: 1.628 2.513 1.097  0.071
H: 4.555 4.302 3.234  0.093
C: -3.230 -0.362 -2.995  -0.040
C: -4.507 0.298 -2.469  -0.530
C: -4.148 1.718 -1.989  -0.057
O: -5.439 0.350 -3.474  -0.017
H: -2.922 0.158 -3.902  0.072
H: -3.471 -1.404 -3.205  0.080
H: -2.477 -0.265 -2.214  0.072
H: -4.931 -0.105 -1.550  0.120
H: -3.530 2.295 -2.678  0.071
H: -3.602 1.690 -1.046  0.066
H: -5.013 2.355 -1.808  0.076
H: -6.194 0.748 -3.035  0.094
C: 1.281 -1.021 1.019  -0.017
C: -0.222 -0.788 1.094  -0.447
C: -0.568 0.669 0.851  -0.037
O: -0.903 -1.628 0.138  -0.069
H: 1.866 -0.260 1.535  0.072
H: 1.575 -1.136 -0.024  0.067
H: 1.478 -1.997 1.460  0.064
H: -0.580 -1.114 2.070  0.107
H: -0.102 1.116 -0.028  0.068
H: -0.128 1.209 1.689  0.055
H: -1.631 0.798 0.651  0.070
H: -1.823 -1.464 0.360  0.039
C: 2.942 0.807 -2.005  -0.039
C: 3.660 1.643 -3.069  -0.527
C: 4.316 2.809 -2.434  -0.066
O: 4.682 0.910 -3.623  -0.039
H: 2.511 -0.074 -2.480  0.062
H: 2.125 1.390 -1.578  0.061
H: 3.622 0.460 -1.228  0.086
H: 3.013 1.959 -3.888  0.120
H: 5.090 2.528 -1.721  0.082
H: 3.534 3.356 -1.908  0.074
H: 4.716 3.641 -3.013  0.081
H: 4.324 0.046 -3.840  0.027
C: 1.786 -3.330 4.599  -0.055
C: 1.368 -4.627 3.851  -0.405
C: -0.149 -4.838 3.633  -0.055
O: 1.945 -4.402 2.494  -0.104
H: 1.235 -2.525 4.112  0.052
H: 2.859 -3.156 4.523  0.079
H: 1.416 -3.468 5.615  0.073
H: 1.797 -5.466 4.399  0.123
H: -0.529 -3.908 3.211  0.071
H: -0.646 -5.125 4.560  0.076
H: -0.303 -5.647 2.919  0.077
H: 1.205 -4.233 1.906  0.006
C: -2.281 4.179 2.007  -0.054
C: -3.198 5.403 1.823  -0.497
C: -2.863 6.598 2.688  -0.060
O: -3.140 5.735 0.456  -0.050
H: -2.703 3.332 1.467  0.066
H: -2.209 3.897 3.057  0.067
H: -1.343 4.375 1.489  0.077
H: -4.182 4.986 2.041  0.136
H: -3.670 7.327 2.608  0.079
H: -1.932 7.136 2.508  0.081
H: -2.800 6.370 3.752  0.076
H: -2.361 6.266 0.276  0.087
C: -0.723 -4.603 -1.824  -0.044
C: 0.320 -4.911 -0.700  -0.435
C: 1.651 -4.186 -0.894  -0.045
O: -0.202 -4.382 0.488  -0.087
H: -1.180 -3.617 -1.906  0.068
H: -1.615 -5.223 -1.732  0.068
H: -0.391 -4.915 -2.814  0.070
H: 0.463 -5.989 -0.634  0.142
H: 2.044 -4.539 -1.847  0.067
H: 2.343 -4.477 -0.104  0.078
H: 1.603 -3.098 -0.939  0.067
H: -0.488 -3.502 0.234  0.041
C: -0.232 2.141 6.152  -0.040
C: -1.110 1.436 5.085  -0.495
C: -0.568 0.029 4.764  -0.044
O: -2.441 1.337 5.532  -0.057
H: -0.646 3.081 6.516  0.074
H: 0.713 2.305 5.635  0.072
H: -0.034 1.499 7.010  0.081
H: -1.174 1.957 4.130  0.106
H: 0.472 0.152 4.462  0.078
H: -1.159 -0.355 3.933  0.057
H: -0.649 -0.594 5.655  0.089
H: -2.760 2.140 5.951  0.083
C: -4.215 -2.798 0.011  -0.054
C: -4.543 -2.054 1.274  -0.499
C: -5.028 -2.930 2.424  -0.035
O: -3.378 -1.367 1.650  -0.044
H: -5.089 -3.349 -0.336  0.089
H: -3.421 -3.543 0.067  0.086
H: -4.026 -2.128 -0.828  0.058
H: -5.329 -1.408 0.883  0.132
H: -5.407 -2.288 3.219  0.081
H: -4.278 -3.601 2.842  0.087
H: -5.795 -3.597 2.031  0.082
H: -3.627 -0.977 2.492  0.098


Record 2
This record from the Open Molecules 2025 dataset describes a structure of composition C33H88Ag2Br2F3N8O15S2 at a distorted geometry. The level of theory is ωB97M-V/def2-TZVPD.

Total charge   -1
Multiplicity   3
Gap between HOMO and LUMO (spin up / spin down)   8.5 / 5.8 eV
Highest occupied orbital energy (spin up / spin down)   -0.2312 / -0.2305 Eh
Molar mass   1333.780 g/mol
Total energy   -256187.4594 eV
LUMO level (spin up / spin down)   2.17 / -0.47 eV

Each line ends with the Löwdin charge.
Positions of all 153 atoms, in Å:
Ag: 14.702 -15.218 18.939  0.821
Ag: 14.420 -15.491 14.313  0.675
S: 17.450 -14.316 18.765  0.337
O: 16.516 -14.955 17.697  -0.438
O: 18.628 -15.073 19.008  -0.291
O: 17.751 -12.953 18.462  -0.304
O: 16.466 -14.359 19.974  -0.368
Br: 13.491 -16.416 16.741  0.108
Br: 14.248 -12.775 14.661  -0.051
C: 16.356 -14.496 9.987  -0.610
F: 17.654 -14.822 10.233  0.095
F: 16.170 -13.259 10.446  0.126
F: 16.213 -14.440 8.640  0.104
S: 15.175 -15.743 10.783  0.449
O: 15.124 -15.356 12.165  -0.410
O: 13.903 -15.623 10.119  -0.307
O: 15.827 -17.016 10.565  -0.316
C: 18.193 -18.052 17.161  -0.061
C: 18.897 -18.470 18.437  -0.432
C: 20.400 -18.296 18.353  -0.197
O: 21.031 -18.688 19.593  -0.208
C: 22.292 -18.023 19.753  -0.100
N: 18.353 -17.740 19.573  0.060
H: 18.575 -18.598 16.291  0.069
H: 18.400 -17.015 16.874  0.049
H: 17.111 -18.161 17.196  0.079
H: 18.697 -19.528 18.602  0.128
H: 20.557 -17.234 18.165  0.122
H: 20.848 -18.884 17.549  0.122
H: 22.136 -16.951 19.821  0.086
H: 22.922 -18.353 18.937  0.078
H: 22.672 -18.404 20.702  0.082
H: 18.913 -17.920 20.388  0.062
H: 18.336 -16.753 19.394  -0.003
C: 18.602 -14.337 15.424  -0.029
C: 17.698 -15.018 14.394  -0.362
C: 18.449 -15.988 13.468  -0.188
O: 18.982 -17.080 14.226  -0.218
C: 19.646 -18.017 13.330  -0.065
N: 16.599 -15.713 15.115  0.061
H: 19.464 -13.816 15.004  0.091
H: 18.836 -15.146 16.115  0.065
H: 18.027 -13.530 15.889  0.063
H: 17.320 -14.276 13.684  0.123
H: 19.184 -15.417 12.893  0.132
H: 17.748 -16.473 12.792  0.101
H: 20.508 -17.530 12.883  0.085
H: 18.952 -18.317 12.546  0.082
H: 19.878 -18.890 13.935  0.082
H: 16.363 -15.352 16.031  -0.004
H: 16.834 -16.691 15.175  0.047
C: 8.545 -13.501 12.939  -0.053
C: 9.782 -12.649 13.271  -0.411
C: 9.931 -12.375 14.796  -0.201
O: 8.910 -11.476 15.181  -0.192
C: 8.842 -11.180 16.569  -0.103
N: 10.975 -13.339 12.751  0.043
H: 8.508 -13.698 11.867  0.074
H: 7.683 -12.887 13.218  0.079
H: 8.633 -14.420 13.510  0.053
H: 9.517 -11.614 12.982  0.135
H: 10.917 -11.984 15.022  0.103
H: 9.805 -13.315 15.343  0.113
H: 8.000 -10.511 16.746  0.086
H: 9.727 -10.649 16.948  0.078
H: 8.858 -12.077 17.193  0.079
H: 10.897 -13.295 11.739  0.089
H: 11.865 -12.910 12.990  0.011
C: 18.214 -10.125 16.487  -0.045
C: 16.868 -9.965 17.210  -0.376
C: 15.997 -8.843 16.663  -0.219
O: 16.699 -7.613 16.814  -0.196
C: 16.000 -6.512 16.294  -0.127
N: 16.103 -11.246 17.158  0.025
H: 18.564 -11.137 16.704  0.058
H: 18.922 -9.428 16.930  0.072
H: 18.153 -10.030 15.405  0.081
H: 17.011 -9.595 18.233  0.144
H: 14.999 -8.901 17.134  0.117
H: 15.741 -8.873 15.600  0.119
H: 16.751 -5.724 16.384  0.085
H: 15.178 -6.259 16.962  0.083
H: 15.701 -6.601 15.246  0.087
H: 16.770 -11.863 17.590  -0.006
H: 15.837 -11.583 16.244  -0.048
C: 10.854 -17.468 12.463  -0.034
C: 12.115 -17.129 13.288  -0.391
C: 13.309 -18.042 12.978  -0.214
O: 14.375 -17.723 13.811  -0.332
C: 15.523 -18.577 13.598  -0.029
N: 12.457 -15.726 13.079  0.050
H: 10.438 -18.456 12.644  0.073
H: 11.182 -17.479 11.419  0.086
H: 10.166 -16.640 12.645  0.066
H: 11.799 -17.229 14.328  0.095
H: 13.658 -18.107 11.940  0.130
H: 12.930 -19.057 13.193  0.126
H: 16.203 -18.425 14.442  0.083
H: 15.877 -18.466 12.581  0.081
H: 15.118 -19.571 13.795  0.093
H: 12.815 -15.455 12.176  0.061
H: 11.798 -15.100 13.501  0.041
C: 12.979 -11.060 18.765  -0.050
C: 13.310 -12.532 19.158  -0.420
C: 12.062 -13.413 19.233  -0.167
O: 12.410 -14.798 19.434  -0.337
C: 11.273 -15.634 19.585  -0.103
N: 14.259 -13.064 18.241  -0.009
H: 12.728 -11.020 17.696  0.071
H: 13.916 -10.514 18.876  0.060
H: 12.211 -10.457 19.266  0.071
H: 13.775 -12.483 20.139  0.138
H: 11.558 -13.370 18.264  0.125
H: 11.382 -13.137 20.031  0.124
H: 10.620 -15.348 20.410  0.091
H: 11.651 -16.651 19.668  0.076
H: 10.779 -15.554 18.611  0.068
H: 15.014 -12.393 18.189  0.033
H: 13.888 -13.137 17.302  -0.015
C: 11.869 -20.235 15.894  -0.056
C: 11.728 -20.238 17.409  -0.427
C: 12.988 -20.781 18.055  -0.209
O: 13.288 -22.034 17.464  -0.210
C: 14.583 -22.532 17.687  -0.100
N: 11.328 -18.913 17.904  0.058
H: 11.946 -21.216 15.431  0.077
H: 12.727 -19.616 15.607  0.069
H: 11.035 -19.715 15.415  0.049
H: 10.995 -20.990 17.713  0.130
H: 12.894 -20.906 19.136  0.128
H: 13.788 -20.065 17.861  0.119
H: 14.692 -22.864 18.711  0.082
H: 15.297 -21.758 17.416  0.085
H: 14.629 -23.358 16.979  0.088
H: 10.579 -18.553 17.327  0.032
H: 12.165 -18.353 17.866  -0.052
C: 6.986 -20.278 14.252  -0.057
C: 7.924 -19.702 15.322  -0.431
C: 8.180 -18.218 15.172  -0.208
O: 9.293 -17.819 15.937  -0.240
C: 9.513 -16.420 15.951  -0.097
N: 7.312 -19.931 16.659  0.050
H: 6.045 -19.752 14.394  0.078
H: 6.895 -21.347 14.474  0.075
H: 7.410 -20.193 13.249  0.078
H: 8.876 -20.213 15.180  0.118
H: 7.294 -17.664 15.497  0.134
H: 8.491 -17.957 14.156  0.114
H: 10.486 -16.199 16.398  0.042
H: 8.670 -15.947 16.447  0.094
H: 9.571 -16.035 14.929  0.060
H: 7.793 -19.560 17.464  0.067
H: 7.278 -20.935 16.757  0.062